Density functional theory data (ωB97M-V with the def2-TZVPD basis set) for C39H57BN9O4STc as an isolated structure.

```
112
Properties=species:S:1:pos:R:3:forces:R:3:lowdin_charge:R:1
Tc -0.791 0.448 -1.053 -0.26 -0.46 0.18 1.785
C -2.606 -3.463 0.381 0.01 0.01 0.04 -0.033
C -1.159 -3.457 -0.117 0.07 0.00 0.05 -0.334
C -0.976 -3.471 -1.635 -0.01 0.08 -0.05 -0.051
C -0.290 -2.412 0.537 0.01 -0.15 0.04 -0.237
C 0.434 -2.613 1.711 0.03 0.10 -0.07 0.035
C 1.262 -1.513 1.864 0.04 -0.21 0.00 -0.188
C 2.146 -1.253 3.051 -0.02 -0.02 0.00 -0.320
C 1.945 0.160 3.634 0.02 0.02 0.03 -0.024
C 3.620 -1.583 2.816 0.04 0.01 -0.04 -0.049
N 1.067 -0.709 0.801 -0.06 0.13 0.01 0.062
N 0.055 -1.224 0.027 0.12 0.14 -0.04 -0.020
B 2.083 0.220 0.039 0.00 0.07 0.14 -0.478
N 1.618 1.690 0.100 0.10 -0.06 -0.03 0.076
N 0.350 1.964 -0.322 -0.03 -0.05 0.21 -0.051
C 0.115 3.277 -0.157 0.00 0.17 -0.05 -0.226
C 1.270 3.855 0.346 -0.02 -0.10 0.03 0.068
C 2.202 2.838 0.489 -0.06 0.08 -0.07 -0.158
C 3.656 3.076 0.795 -0.01 0.02 -0.03 -0.333
C 4.279 2.286 1.941 -0.02 0.01 0.02 -0.045
C 4.454 2.946 -0.506 0.06 -0.03 0.00 -0.034
C -1.160 3.975 -0.517 0.00 -0.01 0.06 -0.372
C -1.505 5.043 0.521 -0.02 0.00 0.00 -0.049
C -1.034 4.610 -1.907 -0.01 -0.03 -0.02 -0.053
N 2.069 -0.211 -1.461 0.05 -0.20 -0.03 0.071
N 0.951 0.096 -2.199 -0.04 0.06 -0.08 -0.033
C 1.243 -0.086 -3.498 0.01 0.03 -0.04 -0.220
C 2.543 -0.554 -3.591 -0.06 -0.01 0.01 0.045
C 3.033 -0.645 -2.294 -0.04 0.11 -0.06 -0.164
C 4.364 -1.296 -2.010 0.05 -0.02 0.00 -0.334
C 5.105 -1.013 -0.712 0.01 -0.01 0.03 -0.060
C 4.169 -2.814 -2.156 -0.01 -0.01 0.02 -0.046
C 0.280 0.203 -4.610 0.06 0.11 -0.08 -0.366
C -0.830 -0.839 -4.659 -0.07 -0.01 -0.02 -0.057
C 0.998 0.281 -5.955 0.00 0.02 0.03 -0.063
H -3.173 -4.249 -0.118 0.02 -0.02 -0.01 0.090
H -3.115 -2.519 0.216 -0.04 0.02 -0.02 0.045
H -2.631 -3.661 1.454 -0.01 0.01 0.00 0.077
H -0.723 -4.396 0.241 -0.04 0.01 0.01 0.139
H -1.108 -2.489 -2.089 -0.04 -0.04 0.06 0.024
H -1.678 -4.164 -2.099 0.00 0.00 0.00 0.089
H 0.035 -3.796 -1.884 0.01 0.01 -0.01 0.087
H 0.381 -3.469 2.363 -0.01 -0.02 0.01 0.131
H 1.785 -1.978 3.785 0.04 0.03 0.00 0.134
H 2.906 0.640 3.811 -0.02 -0.03 0.02 0.063
H 1.421 0.117 4.588 -0.04 0.01 -0.02 0.086
H 1.359 0.800 2.974 0.02 0.03 -0.01 0.061
H 4.095 -0.844 2.174 0.02 -0.02 -0.02 0.040
H 3.745 -2.570 2.366 0.00 0.00 -0.01 0.088
H 4.148 -1.575 3.770 0.00 -0.01 0.01 0.092
H 3.159 0.116 0.497 0.05 -0.01 0.04 0.091
H 1.427 4.894 0.575 -0.01 0.01 0.01 0.129
H 3.687 4.128 1.093 0.01 -0.01 -0.03 0.139
H 4.322 1.218 1.739 0.00 0.03 -0.01 0.044
H 3.728 2.443 2.867 0.00 -0.01 -0.01 0.079
H 5.301 2.635 2.095 0.00 0.01 0.00 0.091
H 4.415 1.925 -0.886 -0.01 -0.03 -0.02 0.057
H 5.499 3.208 -0.336 0.01 0.00 -0.01 0.090
H 4.054 3.603 -1.278 0.00 0.02 0.00 0.091
H -1.966 3.241 -0.506 0.00 -0.01 -0.06 0.081
H -0.764 5.845 0.523 0.02 -0.01 0.01 0.081
H -1.573 4.619 1.521 0.01 -0.01 0.03 0.076
H -2.469 5.489 0.276 0.00 -0.01 0.00 0.093
H -0.305 5.422 -1.877 0.02 0.01 -0.01 0.088
H -1.992 5.033 -2.213 -0.01 0.00 0.00 0.089
H -0.716 3.893 -2.663 0.00 0.04 0.03 0.064
H 3.079 -0.811 -4.487 0.01 0.00 -0.02 0.125
H 5.004 -0.963 -2.832 -0.02 -0.02 0.00 0.144
H 4.611 -1.483 0.136 -0.02 0.00 0.04 0.059
H 5.227 0.047 -0.504 -0.01 0.04 0.00 0.062
H 6.101 -1.451 -0.791 0.00 0.00 0.01 0.093
H 3.508 -3.184 -1.368 -0.01 -0.01 0.01 0.086
H 5.127 -3.325 -2.061 0.01 0.00 0.00 0.086
H 3.731 -3.076 -3.118 0.00 0.00 -0.01 0.080
H -0.169 1.176 -4.396 -0.02 -0.04 -0.02 0.123
H -0.429 -1.823 -4.909 0.00 -0.02 0.02 0.097
H -1.575 -0.567 -5.409 0.01 -0.01 -0.01 0.095
H -1.335 -0.903 -3.697 0.00 -0.03 0.04 0.012
H 1.458 -0.675 -6.214 0.00 -0.01 -0.01 0.083
H 1.774 1.047 -5.952 0.02 0.00 0.00 0.089
H 0.285 0.527 -6.742 -0.01 0.01 0.00 0.086
C -4.598 -2.685 5.673 -0.01 -0.03 0.03 -0.039
C -4.038 -1.677 4.713 0.03 0.03 -0.03 -0.253
C -2.845 -1.917 4.033 0.00 -0.01 0.02 -0.023
C -2.318 -0.978 3.164 0.03 -0.01 0.04 -0.045
C -2.997 0.212 2.964 0.04 0.01 -0.15 -0.295
C -4.184 0.481 3.629 -0.08 0.06 0.01 -0.050
C -4.695 -0.466 4.501 0.02 0.01 -0.02 -0.018
S -2.326 1.408 1.857 -0.02 0.06 0.07 0.628
O -3.271 2.479 1.745 -0.07 -0.02 -0.03 -0.267
O -0.968 1.688 2.222 -0.03 -0.04 -0.03 -0.276
N -2.224 0.620 0.407 0.32 0.23 0.31 -0.217
C -3.229 -0.073 -0.198 -0.20 -0.01 -0.08 -0.434
C -4.574 -0.211 0.140 -0.05 0.00 0.02 0.017
C -5.369 -0.932 -0.723 0.02 -0.02 0.03 -0.019
C -4.835 -1.485 -1.888 0.11 0.04 -0.05 -0.035
C -3.498 -1.298 -2.154 -0.15 -0.06 -0.04 -0.119
N -2.706 -0.628 -1.308 0.05 -0.10 -0.09 -0.024
H -4.088 -3.643 5.585 0.00 0.00 0.00 0.078
H -5.662 -2.844 5.498 0.00 0.00 0.00 0.086
H -4.484 -2.336 6.700 0.00 0.00 0.00 0.092
H -2.320 -2.851 4.194 0.01 -0.01 0.00 0.116
H -1.386 -1.163 2.649 0.01 0.00 -0.01 0.091
H -4.690 1.422 3.461 -0.01 -0.01 0.00 0.119
H -5.618 -0.261 5.028 -0.01 0.00 0.00 0.124
H -4.977 0.255 1.027 0.05 0.02 -0.03 0.115
H -6.420 -1.057 -0.497 -0.01 0.00 -0.01 0.124
H -5.451 -2.038 -2.581 0.00 -0.01 0.00 0.115
H -3.042 -1.695 -3.049 0.00 -0.02 0.01 0.106
O -3.520 2.107 -1.885 -0.13 0.01 0.11 0.036
N -2.754 2.104 -2.769 0.18 -0.08 -0.11 -0.056
O -1.520 1.553 -2.465 0.04 0.32 -0.20 -0.369
```
Positions in Å, forces in eV/Å.

The spin multiplicity is 4. As for the HOMO-LUMO gap (spin up / spin down): 8.9 / 7.2 eV. The calculation puts the energy above the lowest of the compared OMol25 structures with the same formula, charge and spin at 0.0000 eV. Its HOMO energy (spin up / spin down) is -11.3 / -11.5 eV. The charge is +1.


Density functional theory data (ωB97M-V with the def2-TZVPD basis set) for C39H58BiN6O4 as an isolated structure.

```
108
Properties=species:S:1:pos:R:3:forces:R:3:lowdin_charge:R:1
Bi 1.472 0.001 -1.702 0.27 -0.12 -0.18 2.041
C -0.568 -0.844 5.414 0.02 -0.05 0.00 -0.035
C -0.401 -2.187 4.684 0.00 0.05 0.02 -0.552
C 0.345 -3.155 5.605 0.01 0.01 -0.01 -0.059
C -1.787 -2.779 4.383 0.02 -0.03 -0.01 -0.041
C 0.348 -1.941 3.374 0.04 0.00 0.06 -0.140
C -0.235 -1.210 2.378 -0.03 0.02 -0.12 0.042
C 0.443 -0.995 1.159 0.11 0.04 0.00 -0.175
N -0.092 -0.442 0.051 -0.41 -0.07 -0.03 0.009
C -1.276 0.148 -0.136 0.26 -0.20 0.03 -0.170
C -2.031 0.844 0.841 -0.06 0.05 0.05 0.032
C -3.257 1.342 0.525 0.04 -0.09 0.05 -0.129
C -3.816 1.041 -0.776 0.07 -0.01 -0.01 0.060
C -3.156 0.417 -1.783 -0.10 0.10 -0.05 -0.069
C -1.772 0.026 -1.531 0.07 0.02 0.00 -0.270
O -1.022 -0.455 -2.404 -0.08 0.06 0.16 -0.104
C -3.801 0.127 -3.137 0.12 -0.07 -0.09 -0.533
C -5.273 0.541 -3.154 0.01 0.01 0.00 -0.060
C -3.067 0.902 -4.247 -0.06 -0.02 0.09 -0.035
C -3.732 -1.386 -3.424 0.01 0.09 0.04 -0.033
C -4.080 2.184 1.486 -0.06 0.01 -0.01 -0.556
C -3.318 2.493 2.775 -0.01 -0.04 -0.04 -0.057
C -4.447 3.512 0.803 0.02 -0.02 0.00 -0.033
C -5.365 1.416 1.844 0.04 0.01 -0.01 -0.030
C 1.765 -1.545 0.935 -0.11 0.12 0.06 -0.266
O 2.362 -1.298 -0.200 -0.04 0.07 0.03 -0.262
C 2.358 -2.327 1.957 0.12 -0.01 0.00 -0.080
C 1.643 -2.462 3.131 -0.08 0.00 0.01 0.054
C 3.720 -3.047 1.875 0.01 -0.01 0.00 -0.525
C 4.473 -2.907 0.545 -0.07 0.05 0.01 -0.051
C 3.479 -4.551 2.101 -0.01 0.03 0.01 -0.040
C 4.642 -2.512 2.984 -0.03 0.01 -0.04 -0.032
H -1.102 -0.991 6.356 0.01 0.02 -0.04 0.092
H 0.405 -0.399 5.637 -0.04 -0.01 0.00 0.093
H -1.135 -0.133 4.807 0.01 -0.01 0.03 0.072
H -0.243 -3.316 6.509 0.02 0.00 -0.02 0.091
H 0.495 -4.127 5.128 0.02 0.03 0.04 0.093
H 1.316 -2.758 5.913 -0.03 -0.04 -0.02 0.089
H -2.285 -3.051 5.316 0.01 0.03 -0.03 0.090
H -2.431 -2.067 3.862 0.03 -0.03 0.00 0.075
H -1.701 -3.678 3.768 -0.02 0.03 0.04 0.095
H -1.248 -0.849 2.480 0.04 -0.04 0.05 0.102
H -1.572 1.038 1.800 -0.04 0.02 -0.06 0.105
H -4.833 1.358 -0.954 0.03 0.01 0.04 0.099
H -5.395 1.621 -3.038 -0.02 -0.05 0.02 0.091
H -5.705 0.263 -4.116 0.01 0.02 0.01 0.092
H -5.844 0.029 -2.375 -0.01 0.04 -0.04 0.093
H -3.102 1.978 -4.058 0.00 -0.06 -0.02 0.085
H -2.024 0.597 -4.318 0.00 0.02 -0.01 0.066
H -3.552 0.707 -5.207 0.02 0.01 0.04 0.094
H -4.217 -1.955 -2.626 0.00 0.01 -0.04 0.094
H -4.254 -1.600 -4.359 0.02 0.00 0.03 0.090
H -2.702 -1.724 -3.522 -0.02 -0.01 0.00 0.070
H -2.390 3.032 2.570 -0.02 -0.01 0.04 0.093
H -3.937 3.121 3.416 0.02 -0.01 0.00 0.092
H -3.082 1.583 3.334 0.00 0.04 -0.01 0.081
H -3.548 4.046 0.485 -0.03 0.00 0.02 0.094
H -5.083 3.363 -0.071 0.02 0.01 0.03 0.081
H -4.990 4.147 1.506 0.00 -0.02 -0.03 0.092
H -5.126 0.454 2.303 -0.02 0.03 0.00 0.092
H -5.953 1.999 2.556 0.01 -0.03 -0.04 0.094
H -5.988 1.231 0.967 0.01 0.00 0.03 0.082
H 2.102 -3.035 3.924 -0.02 0.00 -0.05 0.097
H 3.910 -3.327 -0.290 0.02 0.02 0.02 0.078
H 4.712 -1.873 0.301 -0.01 -0.02 -0.01 0.079
H 5.411 -3.460 0.628 -0.03 0.00 0.00 0.091
H 2.767 -4.944 1.370 0.04 0.00 0.02 0.093
H 4.419 -5.096 1.988 -0.03 0.01 0.02 0.091
H 3.089 -4.760 3.099 0.01 -0.01 -0.04 0.080
H 4.859 -1.452 2.831 0.00 -0.04 0.03 0.078
H 4.204 -2.630 3.976 0.03 0.00 -0.03 0.081
H 5.588 -3.057 2.969 -0.02 0.02 0.01 0.093
N 1.335 -2.354 -2.583 -0.07 0.17 -0.13 -0.038
C 1.709 -2.657 -3.986 0.11 -0.03 0.02 -0.203
C 3.120 -2.129 -4.284 -0.10 0.10 0.06 -0.084
C 3.050 -0.673 -3.868 0.03 -0.02 0.05 -0.706
O 2.357 0.118 -4.528 0.16 -0.22 0.13 -0.039
O 3.502 -0.415 -2.685 -0.16 0.01 -0.17 -0.189
H 1.956 -2.821 -1.928 -0.02 -0.06 0.00 0.087
H 0.379 -2.643 -2.398 0.03 -0.07 0.02 0.096
H 0.999 -2.147 -4.634 -0.05 0.00 -0.01 0.122
H 1.651 -3.728 -4.184 0.01 -0.02 0.04 0.122
H 3.334 -2.251 -5.344 0.00 0.04 -0.01 0.128
H 3.866 -2.644 -3.682 0.01 -0.03 -0.07 0.121
N 0.608 2.277 -4.488 -0.09 0.09 -0.06 -0.004
C -0.270 2.863 -5.319 0.00 0.04 0.00 -0.097
C -0.832 3.920 -4.636 -0.02 0.10 0.06 -0.075
C -0.214 3.892 -3.376 -0.09 -0.04 -0.12 -0.155
N 0.656 2.890 -3.296 0.06 -0.06 0.08 -0.027
H 1.230 1.488 -4.661 0.07 0.02 0.00 0.089
H -0.434 2.501 -6.323 0.05 -0.01 0.10 0.126
H -1.574 4.613 -4.996 0.06 -0.05 0.02 0.099
H -0.352 4.555 -2.535 -0.03 -0.05 -0.03 0.104
C 3.382 5.258 -1.044 -0.05 -0.07 -0.03 -0.006
C 3.228 3.898 -0.450 -0.01 0.06 0.00 -0.284
C 3.740 3.337 0.704 0.04 0.04 0.12 0.026
C 3.251 2.027 0.753 -0.02 0.05 -0.13 -0.308
N 2.470 1.798 -0.313 0.15 0.15 0.16 -0.068
N 2.480 2.953 -1.028 -0.08 -0.05 0.00 0.032
C 3.544 0.994 1.789 -0.07 -0.02 -0.09 -0.009
H 4.074 5.853 -0.453 0.00 -0.01 0.01 0.084
H 2.422 5.777 -1.076 0.03 0.01 0.01 0.084
H 3.763 5.196 -2.064 0.01 0.00 0.02 0.089
H 4.384 3.815 1.426 -0.03 -0.05 -0.07 0.119
H 1.927 3.016 -1.889 0.00 -0.04 -0.05 0.086
H 4.269 1.381 2.502 -0.02 0.00 -0.01 0.091
H 3.955 0.100 1.321 0.01 0.00 0.03 0.062
H 2.643 0.707 2.336 0.02 0.01 -0.01 0.087
```
Positions in Å, forces in eV/Å.

As for the HOMO-LUMO gap (spin up / spin down): 5.7 / 6.0 eV. The calculation puts the energy above the lowest of the compared OMol25 structures with the same formula, charge and spin at 0.6710 eV. Its HOMO energy (spin up / spin down) is -10.4 / -10.5 eV. The charge is +1.


Across the entries above, calculated total energy takes the values -76675.805 -64351.683 eV, respectively.
Across the entries above, max |F| takes the values 0.56 0.42 eV/Å, respectively.